a) ORCA calculation (ωB97M-V/def2-TZVPD) on C4H11N3 as an isolated structure.

Values from the calculation:
Kohn-Sham gap (eV): 7.41

```
! wB97M-V def2-TZVPD RIJCOSX def2/J DEFGRID3
* xyz 0 1
N 0.37956 1.69895 -0.08087
H 0.11435 3.56620 -1.06090
N 0.46354 -2.32221 -1.40635
H 1.32658 1.88664 0.23439
H -0.01051 -2.17604 1.95233
C -0.40097 0.27117 0.84072
H 0.69909 -3.55130 0.95298
N -0.43509 -0.57162 -0.21338
H 0.30903 0.94218 -0.89243
H -1.34833 0.70014 1.16875
H -0.47614 3.49220 0.61229
H -1.36500 2.65894 -0.67883
C 0.27991 -2.55748 0.98775
C -0.37431 2.93082 -0.31675
H 0.32936 0.12494 1.64461
H 0.51450 -3.32857 -1.46253
H -0.10565 -1.92731 -2.14073
C 0.10008 -1.83766 -0.14103
*
```


b) ORCA calculation (ωB97M-V/def2-TZVPD) on C4H11N3 as an isolated structure.

Values from the calculation:
Kohn-Sham gap (alpha / beta) (eV): 7.54 / 7.55

```
! wB97M-V def2-TZVPD RIJCOSX def2/J DEFGRID3
* xyz 0 1
H 1.87573 1.52999 -1.31304
N 2.09788 0.56337 -1.56506
H -0.25160 2.36959 1.51725
C 0.37941 1.66356 0.99405
H 2.15863 -0.42210 0.13734
C -0.54750 -1.88400 0.40876
C -0.53608 -0.52408 -0.23545
H 1.73612 0.39223 -2.49505
C -0.13711 0.62135 0.40888
H 0.33494 -2.43416 0.08222
H -2.68880 0.92188 -0.20079
H 1.44740 1.84981 0.96852
H -2.60397 0.05323 1.24723
H -1.44355 -2.42241 0.10278
N -2.10172 0.38385 0.42907
N 1.55781 -0.40069 -0.68663
H -0.73902 -0.45982 -1.29565
H -0.53857 -1.80160 1.49555
*
```


Result of the stability comparison: b) is the least stable of them.


a) ORCA calculation (ωB97M-V/def2-TZVPD) on one molecule with the formula C4H11N3.

Values from the calculation:
Kohn-Sham gap (eV): 9.71
SMILES string: [H]/N=C(\N)NCCC

```
! wB97M-V def2-TZVPD RIJCOSX def2/J DEFGRID3
* xyz 0 1
H -3.14417 1.23897 0.92922
H 0.11425 0.38984 -1.68109
C 1.34158 -0.80202 0.44850
N 1.98758 -0.92463 1.51550
N 0.14814 -0.10267 0.43539
H -2.03582 -0.27670 -0.70366
H 0.15743 1.72749 -0.59068
H 2.82039 -1.48972 1.59807
H 1.88319 -1.19836 -1.53052
C -0.26467 0.71308 -0.71573
C -1.81041 0.80183 -0.79066
N 1.51855 -1.65544 -0.70986
H -1.98792 1.12218 -1.81899
H 0.65280 -2.15420 -0.83665
H -0.13410 0.43298 1.23456
C -2.51615 1.70503 0.18729
H -3.25188 2.37253 -0.30757
H -1.76992 2.45984 0.48108
*
```


b) ORCA calculation (ωB97M-V/def2-TZVPD) on one molecule with the formula C4H11N3.

Values from the calculation:
Kohn-Sham gap (eV): 9.38
SMILES string: [H]/N=C(/N)NCCC

```
! wB97M-V def2-TZVPD RIJCOSX def2/J DEFGRID3
* xyz 0 1
N 0.78017 -1.98425 1.57629
H -1.95884 1.46867 0.18284
C -0.91018 0.55970 -1.49379
H -1.69886 0.04963 -2.04550
H -0.16581 0.86784 -2.22440
N 0.73621 -0.01329 0.24909
H -1.22145 -0.78306 0.07531
H 2.62435 0.55738 1.65524
C 1.28947 -0.72405 1.30663
H 1.50823 -2.52951 1.99295
H -0.05188 -2.29621 1.11333
H -2.13793 2.35010 -1.34291
H 1.41668 0.54373 -0.23978
N 2.29980 -0.34728 1.99866
H -0.04823 -1.41191 -1.06954
C -0.37275 -0.51298 -0.54099
C -1.45297 1.76282 -0.72437
H -0.63603 2.44268 -0.46906
*
```


c) ORCA calculation (ωB97M-V/def2-TZVPD) on one molecule with the formula C4H11N3.

Values from the calculation:
Kohn-Sham gap (eV): 8.75
SMILES string: [H]/N=C(/N)NCCC

```
! wB97M-V def2-TZVPD RIJCOSX def2/J DEFGRID3
* xyz 0 1
N -0.68796 -1.90977 -1.26736
C -1.08318 -1.20403 -0.11644
H 2.18726 1.62122 -1.00031
N -2.27090 -1.35076 0.43489
H -1.58802 -2.10073 -1.68601
H 0.30682 -1.80715 -1.30642
H -2.14902 -1.44613 1.43910
C 1.43966 2.66385 0.75133
C 1.12672 0.09912 0.11228
H 1.34575 -0.51531 -0.74864
H 0.93430 3.53068 0.35584
H -0.70328 0.26034 1.17030
H 0.73308 2.28701 1.49935
H 2.42478 2.78023 1.13662
C 1.32088 1.52816 -0.35984
H 1.75514 -0.24352 0.94670
H 0.38794 1.84190 -0.83858
N -0.28334 -0.24916 0.41385
*
```


d) ORCA calculation (ωB97M-V/def2-TZVPD) on a 2-piece molecular cluster, C4H11N3 overall.

Values from the calculation:
Kohn-Sham gap (eV): 8.76
SMILES string: C#CN(C)N.CN

```
! wB97M-V def2-TZVPD RIJCOSX def2/J DEFGRID3
* xyz 0 1
H 1.85524 0.19668 2.60828
N 0.67485 0.89553 1.03015
H -1.96135 -2.33885 -0.50320
C -1.71496 -1.55060 -1.21088
H 0.01809 -0.40025 -1.82240
C 0.35042 2.04699 -1.18482
N -0.24544 -0.98528 -1.03361
H -2.38735 -0.69929 -1.14135
H 0.38422 -1.78118 -1.07856
N -0.47306 0.40933 1.69752
H -0.95653 -0.21739 1.04516
H -0.07719 2.82113 -1.76618
H 2.67964 1.21050 1.40812
H -1.09406 1.19915 1.86339
C 1.93624 0.42396 1.54649
C 0.56992 1.24276 -0.27876
H -1.80810 -1.98066 -2.21292
H 2.24941 -0.49251 1.03353
*
```


Result of the stability comparison: d) is the least stable of them.


a) ORCA calculation (ωB97M-V/def2-TZVPD) on a 2-piece molecular cluster, C2H12N4 overall.

Values from the calculation:
Kohn-Sham gap (eV): 9.03

```
! wB97M-V def2-TZVPD RIJCOSX def2/J DEFGRID3
* xyz 0 1
H 2.84315 -0.29123 -0.97452
H -2.82350 -2.14177 0.93346
H -2.84651 0.31288 1.20955
H 2.15144 2.12508 0.76573
N -1.88299 -2.05155 0.55392
C 2.13585 1.05834 0.54323
N -1.82602 -0.95779 -0.31915
C 2.89190 0.76448 -0.74466
H 2.46142 1.31517 -1.57577
H -0.50906 0.07322 -1.24457
H 3.93013 1.05339 -0.65744
H -2.94983 0.95458 -0.28348
H -1.20284 -1.89101 1.29407
H 2.59861 0.52518 1.37790
H 1.10130 0.72698 0.45497
H -2.34049 -1.21565 -1.18494
N -3.08345 0.08319 0.23215
N -0.64907 -0.44342 -0.38040
*
```


b) ORCA calculation (ωB97M-V/def2-TZVPD) on a 2-piece molecular cluster, C2H12N4 overall.

Values from the calculation:
Kohn-Sham gap (eV): 9.90
SMILES string: NCN.NCN

```
! wB97M-V def2-TZVPD RIJCOSX def2/J DEFGRID3
* xyz 0 1
H -3.45882 1.73093 -0.69268
N -1.21052 0.12774 -1.57172
N -3.32815 0.73337 -0.63907
H -4.14654 0.42676 -0.13849
H 3.91684 -1.26125 0.49359
H 0.82201 0.51132 1.78797
H -1.51969 1.05120 0.30247
H -1.88937 -0.68631 0.14372
N 3.37669 -0.42096 0.38413
H 1.82486 -1.79523 0.31726
C 1.93615 -0.73456 0.51350
H 1.93945 -0.38605 2.55729
C -1.99090 0.29352 -0.32866
H -1.80230 0.03741 -2.37671
H -0.64001 0.94792 -1.72375
H 3.46902 -0.00034 -0.52801
N 1.30940 -0.36775 1.77458
H 1.39190 -0.20774 -0.27543
*
```


Result of the stability comparison: a) is the least stable of them.


a) ORCA calculation (ωB97M-V/def2-TZVPD) on one molecule with the formula CH3Br2OP.

Values from the calculation:
Kohn-Sham gap (eV): 8.50
SMILES string: CP(=O)(Br)Br

```
! wB97M-V def2-TZVPD RIJCOSX def2/J DEFGRID3
* xyz 0 1
H -1.24276 -0.22410 -1.33607
O 1.04002 -0.11335 2.29700
C -1.00673 -0.02325 -0.20819
H -1.52428 -0.66243 0.64860
Br 1.62454 -1.75346 -0.64196
H -1.34106 1.01878 -0.20776
P 0.74798 0.01911 0.19580
Br 1.70228 1.73870 -0.74743
*
```


b) ORCA calculation (ωB97M-V/def2-TZVPD) on CH3Br2OP as an isolated structure.

Values from the calculation:
Kohn-Sham gap (eV): 9.50

```
! wB97M-V def2-TZVPD RIJCOSX def2/J DEFGRID3
* xyz 0 1
H 1.18153 -0.31561 -1.65132
O -0.66922 -0.50261 -0.23535
Br 1.49628 1.43170 0.16642
C 1.01058 -0.30080 -0.52512
H -2.43005 -0.26252 0.46465
P -1.26327 0.18857 1.07166
Br 1.98692 -1.63683 0.31972
H -1.31276 1.39811 0.38934
*
```


Result of the stability comparison: a) is the least stable of them.


a) ORCA calculation (ωB97M-V/def2-TZVPD) on one molecule with the formula C5H6O2.

Values from the calculation:
Kohn-Sham gap (eV): 10.35
SMILES string: C#CC(=O)[C@@H](C)O

```
! wB97M-V def2-TZVPD RIJCOSX def2/J DEFGRID3
* xyz 0 1
C -1.41103 0.98761 0.00067
C -0.59744 -0.24386 0.39851
C 0.52717 -0.45860 -0.61385
C 1.87185 -0.09672 -0.19166
H -1.83273 0.84265 -0.99908
O 0.30097 -0.95355 -1.69967
H -0.80112 1.89820 0.00279
O -1.42111 -1.38635 0.44977
H 3.96972 0.24758 0.61590
H -2.23224 1.11391 0.71155
C 2.98198 0.09235 0.23838
H -0.15641 -0.09667 1.39156
H -1.19961 -1.94655 -0.30488
*
```


b) ORCA calculation (ωB97M-V/def2-TZVPD) on one molecule with the formula C5H6O2.

Values from the calculation:
Kohn-Sham gap (eV): 10.77
SMILES string: O=CC1CC(=O)C1

```
! wB97M-V def2-TZVPD RIJCOSX def2/J DEFGRID3
* xyz 0 1
C -0.93163 0.84400 0.47112
H 1.63710 -0.19513 -0.67239
H 1.71033 -0.41441 1.07430
H -1.24139 0.97256 1.51692
H -1.69970 1.29288 -0.16641
H -0.75373 -1.31511 1.00235
O 0.98277 2.43896 0.17761
C -0.37227 -1.27335 -1.08362
C 1.07519 -0.05900 0.26670
C 0.49689 1.35115 0.32086
H -0.43727 -0.60665 -1.96926
C -0.40623 -0.59977 0.25018
O -0.06006 -2.43614 -1.18839
*
```


c) ORCA calculation (ωB97M-V/def2-TZVPD) on a 2-piece molecular cluster, C5H6O2 overall.

Values from the calculation:
Kohn-Sham gap (eV): 8.36
SMILES string: C#C/C=C/O.C=O

```
! wB97M-V def2-TZVPD RIJCOSX def2/J DEFGRID3
* xyz 0 1
O -2.40212 -0.28627 0.08081
C 0.03200 1.35896 0.20083
H -0.22416 -0.03358 -1.40355
H -0.95262 -0.93691 1.45335
C -1.48758 -0.99760 0.50941
H 0.75782 1.82237 0.87622
C 1.71603 -0.24900 -0.55312
H 3.83721 -1.07501 -0.51841
C 2.83750 -0.70298 -0.52638
H -1.46657 -1.97961 0.03189
C 0.40097 0.26207 -0.56391
O -1.17293 1.83510 0.27556
H -1.87554 0.98245 0.13731
*
```


Result of the stability comparison: c) is the least stable of them.


a) ORCA calculation (ωB97M-V/def2-TZVPD) on one molecule with the formula C5H6O2.

Values from the calculation:
Kohn-Sham gap (eV): 11.50
SMILES string: C#C[C@@H](C)OC=O

```
! wB97M-V def2-TZVPD RIJCOSX def2/J DEFGRID3
* xyz 0 1
C -0.59172 2.31730 -0.16027
H -2.16978 -0.63024 0.81913
H 0.29253 -0.38542 1.32479
O 2.95519 -0.83485 0.22774
C -0.11020 -0.27662 0.30959
H -0.82910 3.34317 -0.34063
H -1.24054 -2.11006 0.43435
C -0.34214 1.15599 0.03591
O 0.85306 -0.84711 -0.58490
C -1.40392 -1.06312 0.16858
H 2.23690 0.65364 -0.94507
H -1.75207 -1.01354 -0.86569
C 2.10179 -0.30914 -0.42354
*
```


b) ORCA calculation (ωB97M-V/def2-TZVPD) on C5H6O2 as an isolated structure.

Values from the calculation:
Kohn-Sham gap (eV): 9.65

```
! wB97M-V def2-TZVPD RIJCOSX def2/J DEFGRID3
* xyz 0 1
H 1.52802 0.86782 -1.83700
H 0.54177 -0.60460 -1.81673
C 0.34588 -0.77325 1.00062
H -0.63260 -1.47251 0.36969
C -1.53296 0.67984 0.50923
H -1.68623 -1.18571 1.80181
O -2.63839 1.14537 0.52990
O -0.46920 1.22428 -0.10091
H 2.17146 -0.62749 -1.11500
H 1.43122 0.98720 0.65560
C 0.70252 0.38219 0.10197
C 1.27363 -0.01824 -1.25021
C -1.03511 -0.60491 1.15102
*
```


c) ORCA calculation (ωB97M-V/def2-TZVPD) on a 2-piece molecular cluster, C5H6O2 overall.

Values from the calculation:
Kohn-Sham gap (eV): 10.18
SMILES string: C#COC.C#CO

```
! wB97M-V def2-TZVPD RIJCOSX def2/J DEFGRID3
* xyz 0 1
C -1.10366 -0.84913 -0.11090
O 0.18437 -0.86436 0.48801
H 0.27865 -0.75513 4.03313
C 0.25319 2.00902 -2.26079
H -1.69290 -1.71065 0.21338
H 1.60315 0.02416 -0.48814
O 1.99996 0.61457 -1.14856
H -0.93935 -0.89391 -1.18615
C 1.08207 1.34019 -1.71500
H -0.43747 2.62361 -2.74837
C 0.19895 -0.82456 1.79408
H -1.63754 0.07143 0.13936
C 0.21058 -0.78525 2.98994
*
```


d) ORCA calculation (ωB97M-V/def2-TZVPD) on one molecule with the formula C5H6O2.

Values from the calculation:
Kohn-Sham gap (eV): 10.53
SMILES string: O=CCC#CCO

```
! wB97M-V def2-TZVPD RIJCOSX def2/J DEFGRID3
* xyz 0 1
H 0.47260 -2.11538 1.25715
C -0.15228 0.96763 0.42245
H 1.41927 -1.44228 -1.60249
C 0.17187 -0.18928 0.42941
H -0.31106 2.91215 -0.30724
H -2.36518 1.00426 -0.52908
C 1.20663 -2.10028 -0.73867
C 0.95129 -1.38901 0.59210
H 1.77459 -0.79697 1.04554
C -0.94842 2.13567 0.11870
O 1.09009 -3.29181 -0.88244
H -1.39478 2.50875 1.04945
O -1.91461 1.79654 -0.85486
*
```


Result of the stability comparison: c) is the least stable of them.